Formula: C8H16N2
Source: the Open Molecules 2025 dataset
Level of theory: the ωB97M-V functional and the def2-TZVPD basis

The geometry in ORCA input format:
```
! wB97M-V def2-TZVPD RIJCOSX def2/J DEFGRID3
* xyz 0 1
C -3.19937 -1.80992 2.50168
C -2.36051 -0.76672 2.36372
C 1.05340 -0.53085 -0.54807
C 0.87163 0.26118 0.76947
C 0.33349 0.76450 -0.47028
C 0.22149 -1.77260 -0.82810
C 2.10250 0.91671 1.50754
C 0.89372 1.47862 -2.64104
N -0.09856 2.93526 -1.23546
N 0.34248 1.73210 -1.32971
H -2.97860 -2.68205 1.91425
H -4.11004 -1.75036 3.07278
H -1.47166 -0.92465 1.81379
H 2.10905 -0.45024 -0.76427
H 0.33025 -0.19155 1.56748
H 0.69386 -2.35558 -1.62357
H -0.76562 -1.49744 -1.03453
H 0.30174 -2.42450 0.00878
H 2.92576 1.03980 0.93600
H 2.40153 0.32297 2.37872
H 1.78223 1.81601 1.82802
H 0.13811 1.79221 -3.40158
H 1.69118 2.20142 -2.87004
H 1.22520 0.40415 -2.53515
H -2.54043 0.12841 2.91200
H -0.19908 3.42036 -0.31818
*
```

Results
E_tot   -11529.5411 eV
HOMO-LUMO gap (spin up / spin down)   0.30544 / 0.30541 Eh
Energy relative to the best compared isomer or geometry (same formula, charge and spin)   148.6 kcal/mol
HOMO level (spin up / spin down)   -7.5 / -7.5 eV

***

Formula: C2H4N2O2
Source: the Open Molecules 2025 dataset
Level of theory: the ωB97M-V functional and the def2-TZVPD basis

The geometry in ORCA input format:
```
! wB97M-V def2-TZVPD RIJCOSX def2/J DEFGRID3
* xyz 0 1
H -0.10554 2.06040 0.26202
N 0.72702 1.54891 0.18976
C 0.72830 0.30420 -0.09462
N 1.79436 -0.57355 -0.24563
C -0.71673 -0.36159 -0.02947
O -0.77385 -1.47065 0.16808
O -1.80979 0.49198 -0.11580
H 2.59443 -0.53300 0.38122
H 1.59366 -1.52202 0.32751
H -1.13255 1.34079 -0.25332
*
```

Results
E_tot   -9212.0561 eV
HOMO-LUMO gap   0.38598 Eh
Energy relative to the best compared isomer or geometry (same formula, charge and spin)   73.0 kcal/mol
SMILES string   [H]/N=C(/N)C(=O)O
HOMO level   -10.1 eV

***

Formula: C2Br4O4S2
Source: the Open Molecules 2025 dataset
Level of theory: the ωB97M-V functional and the def2-TZVPD basis

The geometry in ORCA input format:
```
! wB97M-V def2-TZVPD RIJCOSX def2/J DEFGRID3
* xyz 0 1
C 1.63781 0.20907 -0.24674
C -1.30442 0.36290 -0.10862
O -1.58007 -1.80186 -1.56656
O 0.85751 -0.10078 -1.34396
O 0.12375 0.69529 2.20066
O -0.00522 -1.55678 1.08735
S -1.15064 -0.47775 -1.71987
S 0.16565 -0.16919 1.00704
Br 2.32551 1.97525 0.06304
Br 2.92291 -1.12042 0.12484
Br -2.73010 -0.21596 0.89112
Br -1.26270 2.20023 -0.38829
*
```

Results
E_tot   -312099.8805 eV
HOMO-LUMO gap   0.28714 Eh
Energy relative to the best compared isomer or geometry (same formula, charge and spin)   0.0 kcal/mol
HOMO level   -10.1 eV

***

Formula: C36H45F5N9S2SiTi
Source: the Open Molecules 2025 dataset
Level of theory: the ωB97M-V functional and the def2-TZVPD basis

The geometry in ORCA input format:
```
! wB97M-V def2-TZVPD RIJCOSX def2/J DEFGRID3
* xyz 1 1
Ti -0.48788 0.51571 -0.27327
C 1.54535 3.81666 -0.95591
C 0.10463 3.68669 -1.40228
N -0.39127 2.32221 -1.77433
C -1.72432 2.52433 -2.44185
C -2.63321 3.57107 -1.82077
C 0.51491 1.75929 -2.80016
C 0.10236 0.35053 -3.17393
N -0.46349 -0.35945 -2.01423
C -0.62391 -1.73522 -2.17585
C -1.04445 -2.42228 -1.05053
F -1.24819 -1.60904 0.02461
C -1.30050 -3.76765 -0.98482
F -1.76071 -4.29655 0.14238
C -1.09670 -4.53779 -2.11311
C -0.67172 -3.89435 -3.25816
F -0.47658 -4.59864 -4.37359
C -0.44673 -2.52496 -3.31802
F -0.08756 -2.00751 -4.50074
H 1.71373 4.86543 -0.70586
H 2.26305 3.55269 -1.73105
H 1.75101 3.23385 -0.06564
H -0.04736 4.31886 -2.28520
H -0.54957 4.06817 -0.62213
H -2.22585 1.56129 -2.47370
H -1.52003 2.81889 -3.47759
H -3.59955 3.51598 -2.31926
H -2.79637 3.40821 -0.75829
H -2.25861 4.58208 -1.96474
H 1.51600 1.73404 -2.39086
H 0.51674 2.40389 -3.68633
H 0.99370 -0.17278 -3.52405
H -0.62303 0.34975 -3.99075
H -1.27441 -5.60322 -2.10635
C -5.13338 1.63950 -0.71676
Si -3.86427 0.31544 -0.31172
C -3.71111 -0.70031 -1.87552
C -4.55984 -0.86906 0.96626
N -2.31525 1.02468 0.27022
C -2.40339 1.93866 1.33663
C -3.54691 2.27997 2.07025
C -3.48817 3.21000 3.10037
C -2.30007 3.83630 3.44497
C -1.14121 3.52141 2.74602
C -1.25090 2.60136 1.73989
F -0.10545 2.26040 1.02665
H -6.12453 1.23972 -0.48486
H -5.11764 1.84582 -1.78800
H -5.03071 2.58739 -0.19279
H -4.74113 -0.80935 -2.22908
H -3.33172 -1.70740 -1.70574
H -3.14014 -0.25192 -2.68720
H -5.56165 -1.16469 0.64373
H -4.65358 -0.45424 1.97104
H -3.96571 -1.78418 1.02675
H -4.49429 1.80925 1.85351
H -4.39409 3.44254 3.64381
H -2.26845 4.55617 4.25010
H -0.18125 3.96473 2.97307
N -0.25034 -2.15888 6.98411
C -0.27059 -1.75025 5.91184
C -0.30133 -1.23543 4.56837
C 0.85146 -0.76738 3.96323
C 0.77816 -0.28777 2.66645
N -0.35765 -0.23894 1.96784
C -1.46733 -0.69473 2.56967
C -1.49199 -1.19941 3.85037
H 1.80210 -0.78635 4.47544
H 1.66239 0.08574 2.18085
H -2.37502 -0.65303 1.99543
H -2.41741 -1.55745 4.27736
C 3.18997 -5.90408 1.65472
N 3.09175 -5.15404 0.42698
C 4.00867 -5.38848 -0.68069
C 3.46655 -4.45016 -1.76639
N 2.68579 -3.51890 -0.96511
C 2.37732 -4.02914 0.25347
S 1.29180 -3.33754 1.31794
H 3.03211 -6.96532 1.45876
H 2.42708 -5.54582 2.34053
H 4.17522 -5.77208 2.10947
H 3.99040 -6.43528 -0.98276
H 5.03200 -5.13193 -0.38911
H 2.83922 -4.98483 -2.48505
H 4.26291 -3.94169 -2.30595
H 2.11136 -2.79038 -1.35177
C 6.28686 2.43832 -0.79571
C 5.08069 2.24712 0.06729
C 4.93062 2.88364 1.29478
C 3.77887 2.60980 2.00303
N 2.83283 1.78940 1.54995
C 3.05775 1.23886 0.35930
S 1.87015 0.15758 -0.40474
N 4.13454 1.42753 -0.39647
H 7.02345 3.08494 -0.32416
H 5.98764 2.87232 -1.75016
H 6.74085 1.47126 -1.01096
H 5.68535 3.55283 1.68152
H 3.60109 3.05750 2.97503
*
```

Results
E_tot   -117722.5560 eV
HOMO-LUMO gap   0.24874 Eh
Energy relative to the best compared isomer or geometry (same formula, charge and spin)   10.3 kcal/mol
HOMO level   -10.2 eV

***

Formula: CH7BN
Source: the Open Molecules 2025 dataset
Level of theory: the ωB97M-V functional and the def2-TZVPD basis

The geometry in ORCA input format:
```
! wB97M-V def2-TZVPD RIJCOSX def2/J DEFGRID3
* xyz 1 1
B 1.72556 0.21381 -0.46026
C -0.15013 -0.75676 0.26540
N -1.05685 0.37510 0.11133
H 1.78275 0.57018 -1.50543
H 2.34367 0.51157 0.51511
H -0.34011 -1.55557 -0.40095
H -0.00938 -1.15451 1.29874
H -1.14229 0.39189 -0.88867
H -0.50922 1.22349 0.40903
H -1.96744 0.34564 0.67793
*
```

Results
E_tot   -3306.5300 eV
HOMO-LUMO gap   0.35384 Eh
Energy relative to the best compared isomer or geometry (same formula, charge and spin)   52.4 kcal/mol
HOMO level   -14.9 eV

***

Formula: C19H15AgN3O3S
Source: the Open Molecules 2025 dataset
Level of theory: the ωB97M-V functional and the def2-TZVPD basis

The geometry in ORCA input format:
```
! wB97M-V def2-TZVPD RIJCOSX def2/J DEFGRID3
* xyz -1 1
Ag -0.06409 -1.01113 1.57501
O -0.31224 3.84337 2.01314
C 0.64578 4.28318 1.13592
C 0.93706 5.63972 1.04121
C 1.92152 6.08809 0.17481
C 2.62002 5.17421 -0.59899
C 2.32066 3.82344 -0.49412
C 1.33290 3.34809 0.36267
C 1.02966 1.87165 0.40988
O -0.19636 1.50958 0.36707
N 2.10523 1.13698 0.43750
N 1.84342 -0.23083 0.51225
C 2.82842 -0.95494 0.13921
C 2.89450 -2.40372 0.07269
C 4.14733 -2.93632 -0.26588
C 4.38043 -4.28760 -0.40396
C 3.30136 -5.15968 -0.20671
C 2.05695 -4.68091 0.11544
C 1.77900 -3.28573 0.27903
O 0.59382 -2.91597 0.57283
H -0.57175 4.58278 2.57101
H 0.38830 6.34460 1.65917
H 2.13850 7.14721 0.10948
H 3.39371 5.50890 -1.27803
H 2.86218 3.08774 -1.07327
H 3.73194 -0.42472 -0.18052
H 4.96268 -2.23586 -0.42454
H 5.36305 -4.66078 -0.66206
H 3.44988 -6.23002 -0.31207
H 1.22064 -5.35369 0.26557
S -1.64588 -0.45622 3.39818
C -2.66909 0.76735 2.82777
N -2.32287 1.57378 1.80294
C -3.10192 2.56593 1.33620
C -4.32327 2.82884 1.88217
C -4.73373 2.02819 2.96646
C -3.93168 1.02668 3.43092
H -1.35554 1.50415 1.34188
H -2.67071 3.11950 0.51437
H -4.94194 3.62275 1.49178
H -5.69472 2.20876 3.43336
H -4.22925 0.39875 4.25755
*
```

Results
E_tot   -45395.6154 eV
HOMO-LUMO gap   0.22592 Eh
HOMO level   -3.7 eV

***

Q: Look up the E_tot of the first one.
A: -11529.5411 eV